40
Properties=species:S:1:pos:R:3:forces:R:3 method="wB97M-V/def2-TZVPD" homo_energy_ev=-1.807 homo_lumo_gap_ev=6.166 de_lowest_kj_mol=61.3 total_charge=-2 e_tot_ev=-75133.7400
Pd -0.33606 -0.81125 0.01176 -0.48 0.01 0.03
O -3.87511 1.14292 -0.81434 0.00 0.01 0.01
S -3.19090 -0.10332 -0.61165 -0.12 0.08 0.20
O -4.03549 -1.26476 -0.43673 0.01 0.01 0.03
O -2.18777 0.00106 0.51753 0.17 0.06 -0.16
C -2.20345 -0.46000 -2.08597 -0.02 0.01 -0.05
C -2.58477 -1.62292 -2.74781 -0.02 0.03 -0.01
C -1.93563 -2.04112 -3.89829 0.00 -0.01 0.00
C -0.88925 -1.29273 -4.40258 0.00 -0.01 -0.01
C -0.50239 -0.13013 -3.75504 0.00 0.01 0.00
C -1.14015 0.30550 -2.60077 0.00 -0.02 0.01
S -0.40856 1.78394 -1.84050 -0.07 0.09 -0.01
O 0.75414 2.07351 -2.65222 -0.01 -0.02 0.03
O -1.41932 2.81169 -1.82766 -0.01 -0.02 0.02
O -0.04917 1.31814 -0.47366 0.24 -0.47 -0.33
H -3.39251 -2.20166 -2.32495 0.01 -0.01 0.00
H -2.23706 -2.96384 -4.37891 0.00 0.00 0.00
H -0.34782 -1.62338 -5.28022 -0.01 0.01 -0.01
H 0.33504 0.45194 -4.11112 0.00 0.00 0.00
O 5.74409 -2.86375 -0.25544 0.00 0.00 -0.01
C 4.65460 -2.34435 -0.11660 0.03 0.00 0.01
C 4.27311 -1.35298 0.94986 0.00 -0.01 -0.02
O 4.99285 -0.95816 1.85374 -0.02 0.00 0.02
C 2.85944 -0.98326 0.71645 -0.04 -0.01 -0.11
C 2.37055 -1.78304 -0.37092 -0.06 0.09 0.15
O 1.15491 -1.82657 -0.80171 0.27 0.36 0.09
C 3.43019 -2.59550 -0.95298 0.01 -0.02 0.01
O 3.35925 -3.35902 -1.90652 -0.01 0.00 0.00
O 2.19950 -0.16770 1.39890 0.05 -0.01 0.05
C -0.01270 0.63675 3.51063 -0.03 0.03 0.06
N -0.75760 -0.49257 2.96789 0.10 -0.03 -0.18
C -0.14249 -1.60304 2.56164 -0.03 0.05 0.11
N 1.05901 -1.91684 3.07652 0.07 -0.12 0.03
S -0.88600 -2.63714 1.38631 0.07 -0.11 -0.06
H -0.72490 1.40294 3.80689 -0.01 -0.01 0.00
H 0.67080 1.03985 2.75996 0.01 -0.03 0.01
H 0.55071 0.32488 4.39064 -0.01 0.00 0.01
H -1.57040 -0.26291 2.40118 -0.03 0.01 0.04
H 1.71963 -1.13939 3.12285 -0.06 0.04 0.04
H 1.47541 -2.69941 2.59146 -0.01 0.00 0.00

69
Properties=species:S:1:pos:R:3:forces:R:3 method="wB97M-V/def2-TZVPD" homo_energy_ev=-8.494 homo_lumo_gap_ev=8.868 de_lowest_kj_mol=0.0 e_tot_ev=-34154.6746
C -23.18057 -13.59900 -23.74696 0.73 0.07 0.35
C -24.40575 -12.73640 -24.05351 0.34 -0.86 -0.40
C -24.88723 -12.09584 -22.76881 -0.10 0.22 0.61
C -24.08914 -10.85219 -22.40104 -0.27 -0.15 -0.38
C -24.13933 -9.88124 -23.57342 -0.24 0.53 0.72
C -23.58869 -10.41665 -24.88998 -0.09 0.30 0.45
N -24.14968 -11.74326 -25.10569 -0.76 -0.06 -0.12
O -23.61193 -12.36364 -26.25451 0.10 0.20 -0.03
C -24.11413 -9.51334 -25.99313 0.52 -0.07 -0.61
C -22.05948 -10.39711 -24.86206 0.24 -0.61 0.30
C -25.48644 -13.67913 -24.57642 -1.03 0.18 0.31
H -23.41784 -14.34583 -22.98780 -0.08 -0.02 -0.07
H -22.35753 -13.00013 -23.34094 -0.07 -0.05 -0.02
H -22.79258 -14.12768 -24.61753 -0.14 0.01 -0.08
H -25.95884 -11.88363 -22.82618 0.07 0.27 -0.15
H -24.78917 -12.82398 -21.95741 -0.05 -0.11 -0.16
H -23.06771 -11.15381 -22.15388 0.04 0.20 0.03
H -24.53598 -10.38195 -21.52430 0.16 0.00 0.09
H -23.62723 -8.94778 -23.31090 0.18 -0.15 -0.18
H -25.18216 -9.56281 -23.70070 0.01 -0.28 -0.16
H -23.65202 -9.78876 -26.94569 -0.14 0.00 0.01
H -25.18777 -9.64817 -26.08424 -0.10 0.18 0.03
H -23.84856 -8.47153 -25.80568 -0.13 0.03 0.10
H -21.65021 -10.62990 -25.84751 0.11 0.17 0.04
H -21.64965 -9.45439 -24.50515 -0.13 0.20 -0.26
H -21.69333 -11.15144 -24.15757 0.04 0.03 -0.11
H -25.68678 -14.49964 -23.88350 0.47 -0.16 -0.08
H -25.25844 -14.05144 -25.56929 0.19 -0.11 0.01
H -26.46864 -13.18463 -24.61892 0.32 0.27 -0.23
H -22.65133 -12.42276 -26.12401 -0.10 -0.11 0.05
O -28.87196 -16.42444 -23.54397 0.00 0.17 0.18
H -27.92375 -16.46550 -23.72963 -0.08 -0.05 -0.05
H -29.03114 -15.53592 -23.15029 0.09 -0.08 -0.22
O -30.47131 -15.82743 -25.82845 0.21 0.08 0.02
H -30.09372 -16.05363 -26.68322 -0.07 -0.11 0.02
H -29.85576 -16.18782 -25.16413 -0.14 0.06 -0.06
O -26.83569 -16.31505 -25.56880 0.12 0.11 -0.19
H -26.00768 -16.35821 -26.06111 0.00 0.03 0.07
H -27.33190 -15.60017 -25.98378 -0.06 -0.04 0.06
O -29.29460 -13.87984 -22.67199 0.04 0.15 0.21
H -29.46454 -13.24725 -23.37844 -0.01 -0.12 -0.04
H -30.12990 -13.92325 -22.17263 -0.17 0.01 -0.14
O -27.13056 -19.14194 -25.05502 -0.07 0.30 0.02
H -26.92732 -18.20386 -25.17808 -0.10 -0.30 -0.10
H -28.03624 -19.12088 -24.69252 0.24 -0.31 0.07
C -29.33521 -19.03444 -21.17036 0.03 -0.50 -0.22
C -29.81194 -19.78901 -22.40393 0.16 -0.30 0.13
C -31.28638 -20.12170 -22.33441 -0.08 -0.28 0.37
O -29.52913 -19.10982 -23.61776 -0.12 0.17 -0.07
H -29.69376 -19.57962 -20.29607 0.00 0.13 0.14
H -29.71830 -18.01437 -21.14230 0.18 -0.05 -0.06
H -28.24658 -19.06572 -21.14866 0.02 0.40 0.06
H -29.23494 -20.71889 -22.44053 -0.08 -0.01 -0.14
H -31.52541 -20.72602 -21.45216 0.14 0.19 0.08
H -31.58406 -20.73916 -23.17994 -0.12 0.37 -0.25
H -31.84388 -19.18425 -22.26786 -0.25 -0.15 -0.25
H -29.57380 -18.14606 -23.49265 0.04 -0.12 0.13
C -30.84485 -15.87574 -20.04949 -0.35 -0.56 0.29
C -31.73958 -15.88250 -21.27443 -0.06 0.09 0.36
C -33.10523 -16.47916 -20.96836 -0.06 -0.33 -0.28
O -31.88545 -14.53884 -21.78162 0.06 -0.15 0.07
H -31.35740 -15.38640 -19.21662 0.19 0.33 -0.10
H -29.87734 -15.42779 -20.26151 0.05 0.09 0.12
H -30.69633 -16.90504 -19.70411 0.12 0.14 -0.11
H -31.24571 -16.45483 -22.06090 -0.11 0.17 -0.22
H -33.82800 -16.14060 -21.71206 -0.03 0.00 0.05
H -33.45521 -16.22877 -19.96436 0.01 0.19 -0.05
H -33.08479 -17.57010 -21.02938 0.09 0.05 0.06
H -32.53558 -14.09815 -21.22232 0.08 0.09 -0.04

64
Properties=species:S:1:pos:R:3:forces:R:3 method="wB97M-V/def2-TZVPD" homo_energy_ev=-11.811 homo_lumo_gap_ev=9.045 de_lowest_kj_mol=0.0 total_charge=+1 e_tot_ev=-29457.2555
C 1.80218 3.20323 -1.66868 0.04 0.17 0.10
C 1.11873 2.56321 -2.85735 0.17 -0.29 0.42
O 0.45183 3.21584 -3.60972 -0.36 0.36 -0.39
N 1.32230 1.17500 -3.10988 -0.03 0.00 -0.03
C 2.53063 0.98906 -3.92584 0.00 -0.19 -0.04
C 1.17590 0.28078 -1.96162 0.21 -0.03 0.04
C -0.22218 -0.36830 -1.90962 -0.15 -0.04 -0.18
C -1.14037 0.06041 -0.76040 -0.01 -0.07 0.04
C -1.64445 1.51409 -0.67606 0.17 0.23 0.03
C -2.92952 1.95800 -1.43119 -0.10 -0.13 0.02
C -2.78294 2.64149 -2.80199 0.12 0.00 0.11
C -2.65115 1.50329 -3.79522 0.12 -0.06 -0.43
N -3.40246 0.33978 -3.15582 -0.24 0.16 0.18
C -3.86893 0.80721 -1.77283 -0.08 -0.08 -0.06
H 2.32456 4.08827 -2.04293 -0.08 -0.10 0.08
H 2.51367 2.55161 -1.16160 -0.06 0.05 -0.06
H 1.05767 3.55667 -0.94738 0.11 -0.05 -0.09
H 2.63937 -0.07545 -4.14654 0.00 0.15 -0.02
H 2.42299 1.52647 -4.86987 -0.01 -0.03 0.12
H 3.44469 1.33382 -3.41973 -0.07 -0.05 -0.04
H 1.38489 0.79682 -1.01356 -0.04 -0.08 -0.06
H 1.93146 -0.50462 -2.05873 -0.08 0.10 0.07
H -0.67346 -0.16754 -2.88841 0.05 -0.09 0.07
H -0.11162 -1.45943 -1.85921 0.00 0.13 0.05
H -1.99401 -0.62454 -0.70390 0.16 0.03 0.05
H -0.61075 -0.13564 0.18044 -0.04 0.06 -0.11
H -1.86095 1.68838 0.38276 0.07 -0.01 -0.12
H -0.83843 2.21494 -0.92836 -0.11 -0.09 0.03
H -3.46658 2.65067 -0.77750 0.06 -0.13 -0.02
H -3.68933 3.22076 -3.00604 0.13 -0.05 0.00
H -1.92449 3.30956 -2.87479 -0.04 -0.05 0.04
H -3.09061 1.70197 -4.77430 0.04 -0.02 0.15
H -1.61729 1.19377 -3.94291 -0.04 0.08 0.05
H -4.20531 0.06996 -3.72211 0.08 -0.03 0.03
H -2.80567 -0.48333 -3.07494 0.08 0.07 0.05
H -4.89576 1.15735 -1.89397 0.11 -0.08 0.01
H -3.84142 -0.04430 -1.09336 -0.11 0.13 -0.03
C -1.20179 -1.64073 3.51718 0.07 0.00 -0.04
C -2.46407 -1.09293 2.89071 0.02 0.00 -0.02
O -2.62436 -1.54777 1.53814 -0.09 -0.05 0.00
H -0.33032 -1.37514 2.91897 0.01 0.01 0.06
H -1.04756 -1.26387 4.52777 -0.06 0.03 0.00
H -1.24304 -2.73081 3.56473 0.02 0.00 0.02
H -2.43658 -0.00454 2.82328 0.02 0.01 0.03
H -3.34206 -1.36409 3.48378 -0.03 0.01 -0.03
H -2.61226 -2.51187 1.55867 0.06 0.02 -0.02
C 2.41925 -2.23759 1.11884 -0.05 0.00 0.03
C 1.51670 -3.34256 0.60414 0.01 0.00 0.02
O 0.14316 -3.08792 0.87915 -0.03 -0.04 -0.14
H 2.26874 -2.08615 2.18814 0.00 0.01 -0.01
H 3.46913 -2.47208 0.93886 0.00 -0.01 0.00
H 2.19759 -1.29058 0.61929 0.00 0.03 -0.03
H 1.73740 -4.28431 1.10456 0.03 -0.01 -0.01
H 1.67519 -3.49928 -0.46954 -0.02 0.00 0.01
H -0.10441 -2.25266 0.46901 -0.05 0.02 0.09
C 4.13958 -0.59115 5.40088 -0.03 -0.01 -0.06
C 2.85816 -1.15718 5.97955 -0.03 0.04 0.04
O 1.95087 -1.60043 4.97154 0.07 -0.03 -0.09
H 3.92014 0.23723 4.72641 0.01 0.00 0.00
H 4.79608 -0.22971 6.19294 0.00 0.00 0.01
H 4.68361 -1.35590 4.84092 0.01 0.00 0.01
H 2.31542 -0.39122 6.53241 0.02 0.00 0.02
H 3.07975 -1.97134 6.67654 -0.01 0.00 0.00
H 2.38249 -2.30469 4.47629 -0.04 -0.02 0.06